No. 1
A structure of composition C27H28N2O4P2PmS at a distorted geometry, computed with ωB97M-V/def2-TZVPD.

Results
* HOMO-LUMO gap (alpha / beta): 0.2403 / 0.2434 Eh
* net charge: +1
* HOMO (alpha / beta): -9.991 / -10.006 eV
* multiplicity: 5
* <S²>: 6.009

Geometry as XYZ:
```
65
Properties=species:S:1:pos:R:3:nbo_charge:R:1
C -1.10871 3.62627 -3.15338 -0.18
C -0.95813 2.26291 -2.92250 -0.06
C 0.31031 1.64304 -3.16529 0.25
C 1.40489 2.45692 -3.63968 -0.12
C 1.19024 3.83917 -3.86624 -0.15
C -0.04241 4.41293 -3.61760 -0.22
C 2.65396 1.84231 -3.75481 -0.07
C 2.80967 0.46351 -3.61230 -0.12
C 1.66911 -0.27845 -3.13408 0.27
C 1.81790 -1.67914 -2.86511 -0.05
C 3.06068 -2.27836 -3.03571 -0.18
C 4.17683 -1.55051 -3.49156 -0.22
C 4.05251 -0.20372 -3.78536 -0.16
H -2.07217 4.07953 -2.92684 0.22
H 2.02847 4.43199 -4.25170 0.22
H -0.20401 5.48298 -3.76102 0.23
H 3.49672 2.43572 -4.13688 0.22
H 3.16350 -3.33426 -2.78974 0.22
H 5.13627 -2.06140 -3.60339 0.23
H 4.90419 0.38194 -4.14990 0.22
N 0.52791 0.36425 -2.77342 -0.50
Pm 0.28915 0.40051 1.17622 1.68
C -2.06757 1.42477 -2.32860 -0.70
H -2.04630 0.41631 -2.75874 0.26
H -3.04710 1.88538 -2.48129 0.24
C 0.62983 -2.41020 -2.29564 -0.70
H -0.28974 -2.06333 -2.78833 0.26
H 0.75285 -3.49422 -2.39758 0.24
P -1.80556 1.18192 -0.51585 0.77
P 0.41638 -2.00674 -0.49781 0.81
C 1.71200 -3.10624 0.18019 -0.95
H 1.57449 -3.14862 1.26653 0.26
H 1.59378 -4.10687 -0.26145 0.24
H 2.70063 -2.70022 -0.05902 0.25
C -1.06052 -3.03113 -0.20577 -0.94
H -0.86468 -4.04461 -0.57586 0.24
H -1.25819 -3.05634 0.86966 0.25
H -1.91936 -2.60053 -0.73190 0.23
C -2.10503 2.90525 0.09944 -0.94
H -3.05146 3.27178 -0.33738 0.24
H -2.17666 2.90685 1.20004 0.25
H -1.27578 3.55145 -0.23033 0.25
C -3.39220 0.38740 -0.06128 -0.93
H -3.46925 0.32644 1.03040 0.26
H -4.21898 0.99221 -0.46625 0.24
H -3.41691 -0.62213 -0.49901 0.24
C 2.86864 -0.05118 1.47677 0.51
O 3.98556 -0.26045 1.68381 -0.42
H 1.91595 1.07610 -0.67511 -0.54
O 0.01754 -2.36459 2.80562 -0.60
C -0.73133 -1.53525 3.35912 0.64
N -1.33159 -0.52001 2.61371 -1.03
S -1.54464 0.85566 3.51090 2.25
O -0.39397 1.67653 3.00962 -0.98
O -2.86066 1.43869 3.33718 -0.86
C -1.35207 -0.01595 5.03593 -0.34
C -1.65269 0.40624 6.32660 -0.15
C -1.47641 -0.49921 7.39007 -0.17
C -1.01289 -1.80221 7.14401 -0.16
C -0.74269 -2.21785 5.83668 -0.17
C -0.97163 -1.32421 4.78754 -0.07
H -2.01064 1.42339 6.47703 0.25
H -1.69336 -0.18145 8.40746 0.24
H -0.86067 -2.48676 7.98538 0.24
H -0.37391 -3.21423 5.59375 0.25
```

---

No. 2
A cluster of 3 separate species, C9H19NO5 in total at a distorted geometry, computed with ωB97M-V/def2-TZVPD.

Results
* HOMO-LUMO gap: 0.3584 Eh
* SMILES: CNCOC(=O)O.CC(C)=O.CC(C)=O
* net charge: 0
* HOMO: -9.408 eV

Geometry as XYZ:
```
34
Properties=species:S:1:pos:R:3:nbo_charge:R:1
C 2.86560 3.06897 -0.41810 -0.45
N 2.30656 2.00910 0.50578 -0.62
C 0.82649 1.74709 0.26043 0.06
O 0.06695 2.99475 0.08846 -0.53
C -1.34162 2.75438 -0.25752 0.97
O -1.90448 1.58226 -0.55909 -0.60
O -2.22734 3.96024 -0.31852 -0.71
H 2.33304 3.09982 -1.47349 0.21
H 2.92198 4.13036 0.08013 0.19
H 3.99519 2.75298 -0.63944 0.20
H 2.44791 2.33263 1.48851 0.36
H 0.63332 0.98231 -0.63519 0.22
H 0.43949 1.16966 1.23062 0.19
H -2.44586 4.17092 0.65289 0.50
C 2.70912 -2.12548 -2.79049 -0.72
C 1.67176 -1.99674 -1.70733 0.59
C 0.33390 -2.64361 -1.94760 -0.73
O 1.90813 -1.38636 -0.66595 -0.55
H 3.62417 -1.61026 -2.47957 0.24
H 2.94147 -3.17996 -2.95888 0.23
H 2.34383 -1.66431 -3.71145 0.23
H 0.46044 -3.72117 -2.07841 0.23
H -0.13733 -2.20551 -2.83105 0.23
H -0.31408 -2.46932 -1.08201 0.26
C -1.77583 -0.45400 1.94493 -0.73
C -2.38528 -1.82994 1.90911 0.59
C -3.66057 -2.04410 2.67970 -0.72
O -1.86133 -2.74419 1.27466 -0.55
H -0.85976 -0.44722 1.34476 0.24
H -2.47494 0.27302 1.52426 0.24
H -1.52186 -0.18682 2.97372 0.22
H -4.44365 -1.38795 2.29175 0.23
H -3.49064 -1.84781 3.74133 0.23
H -3.98475 -3.08372 2.56305 0.24
```

---

No. 3
A cluster of 12 separate species, C13H50N8O12 in total at a distorted geometry, computed with ωB97M-V/def2-TZVPD.

Results
* HOMO-LUMO gap: 0.3454 Eh
* SMILES: NC(N)=O.NC(N)=O.NC(N)=O.NC(N)=O.CCO.CO.CO.CO.CO.CO.CO.CO
* net charge: 0
* HOMO: -9.380 eV

Geometry as XYZ:
```
83
Properties=species:S:1:pos:R:3:mulliken_charge:R:1
N 3.40530 -1.05206 0.18894 -0.35
C 3.95230 -2.27654 0.04550 0.27
N 3.13602 -3.17963 0.19392 -0.05
O 5.30468 -2.49220 -0.18163 -0.79
H 4.04265 -0.26196 0.25866 0.14
H 2.43466 -0.78699 0.45855 0.54
H 3.69208 -4.05065 0.44588 0.25
H 2.18287 -3.14359 0.40498 0.07
N -0.47331 -2.46489 -2.05061 -0.17
C -0.77490 -1.16776 -2.09547 0.10
N 0.21068 -0.35104 -1.91649 0.03
O -2.15641 -0.71243 -2.04179 -0.79
H -1.27581 -3.11455 -2.11351 0.36
H 0.44537 -2.86108 -2.20374 0.25
H 0.00001 0.67641 -2.16469 -0.20
H 1.19897 -0.58093 -2.21704 0.42
N 2.61598 -1.28862 -2.59596 -0.36
C 2.40366 -2.48890 -3.19360 0.38
N 2.17126 -3.43810 -2.32155 -0.34
O 2.27216 -2.60864 -4.53940 -0.74
H 2.90922 -0.46925 -3.22079 0.26
H 2.87303 -1.13639 -1.60133 0.06
H 2.06124 -4.37029 -2.79628 0.21
H 2.47135 -3.40160 -1.34257 0.38
N -3.03785 4.45012 0.46246 -0.19
C -1.76546 4.65111 0.35400 0.26
N -1.29636 5.90093 0.60082 -0.44
O -0.84169 3.67757 0.13215 -0.44
H -3.43618 3.54477 0.31541 0.30
H -3.74248 5.20310 0.58519 0.17
H -0.26996 6.03546 0.64008 0.26
H -1.87242 6.78503 0.67975 0.19
C -0.48914 2.82723 -4.35806 -1.28
C -1.12827 2.62249 -2.97977 -0.13
O -0.12242 2.28687 -1.98767 -0.42
H 0.38229 3.50197 -4.16605 0.24
H -1.15403 3.29260 -5.05362 0.40
H -0.17339 1.91596 -4.86685 0.29
H -1.71164 1.71577 -2.99162 0.19
H -1.75824 3.44665 -2.59856 0.40
H -0.53227 2.57513 -1.10237 0.26
C 2.39309 2.53224 0.22002 -0.04
O 3.27638 3.48521 -0.26641 -0.62
H 1.39028 2.82112 0.40850 -0.03
H 2.72447 2.05752 1.13588 0.36
H 2.44955 1.63671 -0.43172 -0.01
H 2.92104 3.61573 -1.16652 0.34
C -0.17366 -1.83976 4.21559 -0.73
O 0.67753 -2.25347 3.12300 -0.60
H -1.16350 -1.53224 3.92998 0.23
H 0.19864 -0.96253 4.60311 0.35
H -0.24360 -2.61129 4.98558 0.32
H 0.56903 -1.67548 2.39310 0.15
C 0.15011 2.24434 3.79287 -0.46
O -1.27158 2.06236 3.46777 -0.46
H 0.63439 1.26207 3.76649 0.09
H 0.19477 2.55657 4.75704 0.44
H 0.53425 2.96633 3.03232 0.15
H -1.75854 2.93033 3.48549 0.27
C -2.61969 -2.58121 1.48778 -0.21
O -2.24588 -3.90551 1.84984 -0.63
H -3.63565 -2.47150 1.71688 0.54
H -2.67018 -2.35246 0.42367 0.17
H -2.03368 -1.84575 2.02017 -0.18
H -1.28350 -3.90255 1.75922 0.38
C 0.54787 -4.88189 -0.11703 -0.99
O 0.21129 -3.58846 0.31824 -0.42
H -0.02281 -5.60842 0.45516 0.29
H 1.63429 -5.04538 -0.16189 0.26
H 0.16558 -4.96190 -1.15136 0.47
H -0.20363 -3.29509 -0.52547 0.43
C -3.98304 1.40989 1.01340 -0.88
O -3.26016 1.61572 -0.16919 -0.53
H -4.75593 0.67393 0.77827 0.35
H -4.38485 2.34456 1.31309 0.49
H -3.30350 1.11581 1.78439 0.11
H -3.23677 0.77080 -0.60391 0.24
C -0.33776 0.05254 1.16973 0.60
O 0.84288 -0.56439 0.68738 0.41
H -0.23756 1.14325 0.97949 -0.26
H -0.46890 -0.17367 2.21962 -0.23
H -1.16628 -0.17601 0.50623 -0.07
H 0.79166 -0.47916 -0.27107 -0.07
```

---

No. 4
A structure of composition C40H29BrN4O3PPbS, computed with ωB97M-V/def2-TZVPD.

Results
* HOMO-LUMO gap: 0.2450 Eh
* net charge: -1
* HOMO: -4.717 eV

Geometry as XYZ:
```
80
Properties=species:S:1:pos:R:3:mulliken_charge:R:1
Pb -0.63096 -0.43619 0.92767 1.29
Br -1.95514 7.13365 -0.08556 -0.26
C -1.24780 5.43962 0.42861 -0.21
C 0.11059 5.16345 0.21345 -0.49
C 0.62247 3.94802 0.57449 -0.51
C -0.18197 2.90562 1.14356 0.15
O 0.34564 1.78980 1.44768 -0.89
C -1.56350 3.22937 1.35455 0.58
C -2.50554 2.33544 1.98463 -0.55
N -2.41078 1.06188 2.09368 0.35
C -3.42450 0.35925 2.77938 -0.36
C -4.73297 0.76777 2.85512 -0.22
C -5.67767 0.06633 3.63069 -1.00
C -5.31787 -1.04792 4.33041 -0.77
C -3.99700 -1.54208 4.22474 1.09
C -3.56083 -2.71997 4.87733 -0.67
C -2.30108 -3.18947 4.66382 -0.85
C -1.45955 -2.50071 3.76000 0.03
N -1.82338 -1.38666 3.17669 -0.01
C -3.06034 -0.87151 3.41132 0.18
C -2.05567 4.50200 1.00752 -0.62
H 0.74664 5.91886 -0.23072 0.42
H 1.66831 3.71314 0.41407 0.52
H -3.37565 2.83848 2.42148 0.44
H -5.05291 1.63735 2.29651 0.56
H -6.69915 0.42357 3.66376 0.37
H -6.03547 -1.58214 4.94143 0.37
H -4.24820 -3.24230 5.53343 0.39
H -1.94232 -4.09003 5.14254 0.43
H -0.48644 -2.90662 3.48965 0.34
H -3.10016 4.72783 1.19078 0.46
O 1.62026 -3.77938 2.85283 -0.85
C 1.75795 -3.26291 1.73369 0.19
O 0.85399 -2.93526 0.91163 -0.63
C 3.18179 -3.09132 1.21071 0.30
C 4.20560 -3.83622 1.78240 -0.50
C 5.50354 -3.74342 1.30468 -0.54
C 5.78598 -2.87761 0.25542 -0.68
C 4.77236 -2.11355 -0.30395 -0.39
C 3.46202 -2.21078 0.16453 -0.44
P 2.08670 -1.22202 -0.54783 1.03
C 1.56678 -2.24360 -1.97700 0.69
C 2.01684 -3.54683 -2.17352 -0.60
C 1.52583 -4.31159 -3.22192 -0.68
C 0.57068 -3.79135 -4.08426 -0.58
C 0.09739 -2.50283 -3.88371 -0.80
C 0.58498 -1.74107 -2.83209 -0.15
C 3.00615 0.17118 -1.35009 0.14
C 3.51903 1.12302 -0.46021 -0.19
C 4.10666 2.28960 -0.91668 -0.64
C 4.17286 2.54731 -2.28251 -0.46
C 3.65618 1.62220 -3.17488 -0.73
C 3.07949 0.44290 -2.71227 -0.30
H 3.94843 -4.48630 2.60829 0.46
H 6.29482 -4.33842 1.74494 0.38
H 6.79575 -2.79400 -0.12870 0.41
H 5.00933 -1.43406 -1.11294 0.46
H 2.75010 -3.96971 -1.49931 0.30
H 1.88382 -5.32509 -3.35594 0.40
H 0.18559 -4.39305 -4.89819 0.36
H -0.67074 -2.09490 -4.52886 0.43
H 0.17779 -0.75112 -2.65705 0.44
H 3.43291 0.94885 0.60719 0.33
H 4.49827 3.00935 -0.20825 0.43
H 4.61850 3.46539 -2.64486 0.36
H 3.70182 1.81413 -4.24014 0.40
H 2.69678 -0.27446 -3.42664 0.49
C -3.73121 2.97214 -3.85493 -1.29
C -2.77177 2.25694 -2.94764 1.01
C -1.48037 2.74056 -2.74434 -1.25
C -0.69426 2.03142 -1.86313 -0.29
N -1.14047 0.95205 -1.23206 0.55
C -2.40497 0.53012 -1.48644 0.23
S -2.93412 -0.88410 -0.65067 -0.52
N -3.22546 1.16536 -2.34442 -0.64
H -3.21639 3.42480 -4.70227 0.37
H -4.22651 3.77157 -3.29874 0.25
H -4.49254 2.27854 -4.20449 0.38
H -1.11483 3.62990 -3.23775 0.37
H 0.32991 2.32180 -1.65039 0.45
```

---

Which of these has the lowest net charge?
C40H29BrN4O3PPbS

---

net charge of number 4 (C40H29BrN4O3PPbS)?
-1